Computed, not measured: a cluster of 2 separate species, C2H7N4 in total, with ωB97M-V/def2-TZVPD.

```
13
Properties=species:S:1:pos:R:3:forces:R:3:nbo_charge:R:1
N -1.5304 1.2637 -0.2508 -0.994 -1.982 2.407 -0.79
N -2.3846 -0.9179 0.1096 -0.883 -1.587 1.686 -0.69
N 1.0527 1.0319 0.3903 -0.152 -1.515 0.802 -0.60
N 1.7460 -0.0993 0.0352 3.143 2.000 -2.005 -0.21
C 1.3439 -1.3017 -0.1275 -1.220 0.941 0.736 -0.02
C -2.2138 0.2704 0.0482 2.181 1.077 -1.832 0.67
H 1.3843 1.9024 -0.0843 -0.812 -1.311 0.619 0.43
H 0.0349 0.7918 0.6121 1.619 1.479 -0.969 0.44
H -2.7918 -1.4871 0.8674 -0.118 0.760 -0.802 0.43
H 1.9834 -2.0808 -0.4938 0.364 -0.028 0.116 0.25
H -1.6822 1.9007 -0.9589 -0.969 1.613 -1.453 0.42
H 2.7657 0.1825 -0.2736 -2.390 -1.096 0.901 0.45
H 0.2920 -1.4565 0.1261 0.231 -0.351 -0.205 0.23
```
Forces are in eV/Å.

Results
* charge: +1
* multiplicity: 1
* HOMO-LUMO gap: 9.7 eV
* LUMO energy: -0.1637 Ha
* maximum force: 4.23 eV Å⁻¹
* relative energy (zero: lowest compared OMol25 entry of this formula, charge and spin): 93.6 kcal per mole
* DFT total energy: -299.07296 hartree



Computed, not measured: a cluster of 2 separate species, C2H7N4O in total, with ωB97M-V/def2-TZVPD.

```
14
Properties=species:S:1:pos:R:3:forces:R:3:nbo_charge:R:1
O 0.3103 -0.5951 -1.1081 1.613 0.030 0.826 0.08
N -0.6781 -0.0486 -0.5661 -0.787 0.532 -2.433 0.12
N 0.8671 -1.5485 -0.3210 -1.697 -0.797 0.335 -0.17
N 0.9888 2.6084 -0.7486 -1.179 -4.968 -3.093 -1.09
N -2.0640 -0.3024 1.1838 -0.385 -1.835 2.129 -0.40
C -0.0017 -1.7634 0.8069 -0.076 -0.298 1.466 -0.37
C -1.0501 -0.6933 0.5874 1.451 0.008 -0.081 0.29
H -2.6582 0.3066 0.6889 -0.632 1.410 -0.761 0.39
H 1.5216 2.8520 -1.6030 -0.901 -0.219 0.807 0.38
H 0.0430 2.0767 -0.9704 2.796 2.136 0.244 0.35
H -0.4720 -2.7457 0.9551 0.033 -0.109 -1.044 0.30
H 0.8175 3.3643 -0.2140 -0.760 3.135 2.003 0.37
H 1.8360 -1.7991 -0.4401 0.243 0.292 -0.548 0.46
H 0.5398 -1.7119 1.7493 0.281 0.683 0.150 0.29
```
Forces are in eV/Å.

Results
* charge: +1
* multiplicity: 1
* HOMO-LUMO gap (alpha / beta): 5.7 / 5.3 eV
* LUMO energy (alpha / beta): -0.2787 / -0.2916 Ha
* maximum force: 5.97 eV Å⁻¹
* relative energy (zero: lowest compared OMol25 entry of this formula, charge and spin): 169.2 kcal per mole
* DFT total energy: -374.18005 hartree



Computed, not measured: the ion C2H7N4O2S with charge +1, with ωB97M-V/def2-TZVPD.

```
16
Properties=species:S:1:pos:R:3:forces:R:3:nbo_charge:R:1
S -3.6015 -0.0134 -0.5014 -1.152 -0.183 1.067 0.17
O 0.4329 1.3880 -0.9601 -4.066 -0.909 0.337 -0.60
O -1.5451 0.3764 -2.0262 0.475 0.169 -2.512 -0.45
N -0.7645 -1.2466 1.1194 0.804 0.335 0.304 -0.66
N 2.6030 0.4962 -0.1883 3.914 -1.245 -2.890 -0.69
N 1.5427 -0.0715 0.3929 -3.207 0.970 -1.577 -0.43
N -0.8423 -0.2267 0.2132 -0.005 3.258 -2.358 -0.35
C 0.3309 0.3819 -0.1591 2.604 -1.415 2.201 0.81
C -1.9974 0.0817 -1.0163 0.991 -0.631 3.609 0.50
H -1.2011 -1.2468 2.0417 -0.214 0.779 -0.718 0.41
H 1.2453 1.7961 -1.1931 2.094 -0.229 0.243 0.55
H 3.1275 1.1561 0.3197 0.376 0.777 1.254 0.38
H 3.3375 -0.1390 -0.7128 -2.456 1.196 1.482 0.40
H -3.3756 -0.0191 0.8552 0.073 -0.088 -0.875 0.16
H 1.5517 -0.6395 1.2012 0.012 -0.753 0.725 0.42
H -0.8441 -2.0738 0.6141 -0.242 -2.029 -0.291 0.38
```
Forces are in eV/Å.

Results
* charge: +1
* multiplicity: 1
* HOMO-LUMO gap: 10.8 eV
* LUMO energy: -0.1197 Ha
* maximum force: 5.02 eV Å⁻¹
* relative energy (zero: lowest compared OMol25 entry of this formula, charge and spin): 51.0 kcal per mole
* DFT total energy: -847.76043 hartree



Computed, not measured: a cluster of 2 separate species, C2H7N4S in total, with ωB97M-V/def2-TZVPD.

```
14
Properties=species:S:1:pos:R:3:forces:R:3:nbo_charge:R:1
S -0.3107 -2.0644 0.4215 0.886 0.206 -0.021 0.63
N -0.0896 -0.3706 -1.2965 0.960 -1.457 -0.293 -0.30
N -0.8906 -0.6067 -2.4107 -4.352 1.616 1.428 -0.66
N -0.1417 0.7511 -0.7010 -0.700 -0.614 -1.386 -0.09
N -0.2200 2.7433 0.6874 -1.244 -0.129 2.474 -0.80
C 1.0046 -1.7889 1.3153 -2.125 -0.187 -0.109 -0.52
C -0.3899 1.6542 -0.0430 0.207 1.733 1.210 0.52
H -1.8620 -0.0208 -2.4142 3.038 -1.751 -0.030 0.35
H -0.4141 -0.4855 -3.2625 0.827 0.395 -1.074 0.38
H -0.3756 3.6656 0.3342 0.304 0.357 -0.930 0.43
H -0.7306 2.6947 1.6044 0.690 -0.043 -1.135 0.42
H 0.7807 -1.6487 2.3269 0.099 0.487 1.452 0.23
H 0.3592 -2.4381 -0.6380 -0.033 -0.420 -1.039 0.16
H 1.9565 -1.6370 0.9196 1.443 -0.193 -0.545 0.25
```
Forces are in eV/Å.

Results
* charge: +1
* multiplicity: 1
* HOMO-LUMO gap (alpha / beta): 6.8 / 6.8 eV
* LUMO energy (alpha / beta): -0.1906 / -0.1908 Ha
* maximum force: 4.86 eV Å⁻¹
* relative energy (zero: lowest compared OMol25 entry of this formula, charge and spin): 124.6 kcal per mole
* DFT total energy: -697.14747 hartree



Computed, not measured: the molecule C2H7N5, with ωB97M-V/def2-TZVPD.

```
14
Properties=species:S:1:pos:R:3:forces:R:3:nbo_charge:R:1
N -0.1358 -1.9909 -0.1146 -3.053 0.132 -0.060 -0.64
N 1.7444 -1.0608 0.0006 1.195 -1.933 0.695 -0.21
N 0.0079 0.4368 -0.0644 -0.170 0.006 0.516 -0.30
N 2.7849 -0.2581 -0.0039 0.175 2.273 -0.789 -0.25
N 0.5016 -0.7435 -0.0268 0.983 0.446 -0.183 0.26
C 2.7139 1.0255 -0.0230 0.877 0.107 -0.067 -0.12
C -1.4485 0.5734 -0.1077 -0.063 -3.159 1.964 -0.46
H -0.5709 -2.1672 0.7763 -0.539 0.106 0.246 0.36
H 0.5370 -2.7307 -0.2352 0.712 0.559 -0.181 0.41
H 3.5968 1.5913 -0.1924 1.528 -0.324 0.088 0.16
H -1.7814 -0.2359 -0.7605 -0.650 -0.661 0.680 0.21
H -1.9628 0.5646 0.9760 1.119 0.015 -2.511 0.20
H 1.9721 1.7555 0.1030 -2.046 -0.096 0.122 0.18
H -1.7727 1.3509 -0.7038 -0.069 2.530 -0.519 0.21
```
Forces are in eV/Å.

Results
* multiplicity: 1
* HOMO-LUMO gap (alpha / beta): 8.7 / 8.7 eV
* LUMO energy (alpha / beta): 0.0155 / 0.0154 Ha
* maximum force: 3.72 eV Å⁻¹
* relative energy (zero: lowest compared OMol25 entry of this formula, charge and spin): 139.3 kcal per mole
* DFT total energy: -353.96936 hartree



Computed, not measured: the molecule C2H7N5O, with ωB97M-V/def2-TZVPD.

```
15
Properties=species:S:1:pos:R:3:forces:R:3:nbo_charge:R:1
O 0.6175 1.9505 -0.0857 1.149 2.370 0.401 -0.52
N 2.2668 -1.2183 0.1458 -1.413 -3.558 -2.432 -0.91
N -3.4336 -0.0964 0.4097 3.969 1.803 -0.356 -0.65
N 1.5821 1.0715 0.2869 0.184 -3.237 1.567 -0.33
N -1.0704 0.2698 -0.3766 -0.325 2.565 4.651 -0.51
N -0.0514 -0.7335 -0.2439 3.170 1.633 0.637 -0.36
C 1.1459 -0.2583 0.0691 -1.198 -3.544 0.798 0.49
C -2.2907 -0.3734 -0.1916 -2.556 -0.121 0.624 0.28
H -0.9231 1.0024 0.5062 -0.767 -2.105 -3.178 0.38
H 0.4304 1.6358 -0.9446 -1.229 0.278 -1.912 0.47
H -2.1164 -1.2711 -0.7244 -1.046 -1.445 -0.464 0.16
H 2.7674 -1.6295 1.0046 -1.778 1.664 -1.324 0.42
H 1.9345 -2.1920 -0.5030 1.180 4.002 2.692 0.40
H 2.3917 0.9953 -0.2852 1.328 1.474 -0.674 0.37
H -3.2507 0.8471 0.9327 -0.667 -1.778 -1.030 0.31
```
Forces are in eV/Å.

Results
* multiplicity: 1
* SMILES string: [H]/N=C\N/N=C(/N)NO
* HOMO-LUMO gap: 9.4 eV
* LUMO energy: 0.0214 Ha
* maximum force: 5.32 eV Å⁻¹
* relative energy (zero: lowest compared OMol25 entry of this formula, charge and spin): 119.0 kcal per mole
* DFT total energy: -429.23391 hartree